No. 1
DFT (wB97M-V/def2-TZVPD) results for a structure of composition C35H41CaF3N6O6PS3Te.

## Properties
- HOMO-LUMO gap: 6.39 eV
- Net charge: -1
- HOMO level: -0.1481 Ha
- DFT total energy: -4919.5904 hartree
- ΔE to the lowest compared entry with this formula, charge and spin: 16.1 kcal/mol
- Multiplicity: 1

Last column: Mulliken charge in e.
Geometry (Å):
H  2.95  0.57  -1.78  0.406
S  -2.65  0.41  1.65  0.870
C  3.75  -1.45  -0.50  -0.099
C  3.80  4.47  -1.45  -0.820
H  -1.50  -2.72  0.58  0.586
C  -4.01  -0.75  2.18  0.333
H  4.53  4.74  -0.69  0.336
H  2.47  -4.21  -1.98  0.467
H  -4.45  4.44  -1.90  0.346
H  1.48  0.97  -2.69  0.190
P  0.94  -1.99  -0.77  2.113
C  -1.08  1.34  7.32  -0.517
S  3.47  -0.02  0.52  0.620
H  -0.17  2.29  0.77  -1.511
C  -5.59  1.80  -1.59  -0.707
C  -4.64  3.97  -0.93  -1.108
O  -3.08  1.71  2.20  -0.633
C  0.64  0.40  5.76  0.144
C  1.32  -3.65  3.04  -0.657
H  -1.50  4.21  -1.12  0.498
N  0.76  2.62  -1.00  -0.040
C  -1.02  -3.57  2.48  -0.728
N  -4.47  2.53  -0.98  0.238
H  -5.89  2.28  -2.53  0.360
C  -3.26  1.88  -1.28  0.064
C  -0.39  -4.43  -1.59  -0.235
N  2.46  4.35  -0.89  0.108
H  4.57  2.44  -1.32  0.137
H  0.66  5.43  -0.95  0.317
C  4.05  3.08  -2.04  -0.333
H  -5.37  -0.01  -2.77  0.401
H  -5.27  -0.28  -1.02  0.234
H  -5.68  4.17  -0.65  0.379
H  0.74  -1.92  -3.55  0.375
C  5.50  -2.86  -1.38  -0.834
H  -1.09  -0.46  8.53  0.326
N  -3.60  0.69  -1.88  0.173
H  1.75  5.93  0.36  0.278
C  1.71  5.57  -0.68  -0.975
H  0.26  3.94  0.62  0.723
C  1.85  3.18  -1.34  0.458
H  4.84  -4.67  -2.32  0.419
C  -1.52  3.36  -0.43  -1.117
C  5.11  -1.71  -0.71  -1.222
C  3.19  -3.50  -1.62  -0.792
C  0.28  -2.87  -3.28  -0.300
C  1.64  -3.10  1.80  -0.256
H  -2.08  3.64  0.46  0.426
C  0.23  -3.24  -1.92  0.095
H  -1.20  0.55  -1.34  0.289
H  4.63  3.13  -2.96  0.428
H  3.82  5.24  -2.23  0.421
H  6.56  -3.06  -1.53  0.377
C  -0.86  -4.89  -3.91  -0.545
H  0.73  -1.44  6.88  0.372
O  4.00  -0.41  1.80  -0.794
H  3.06  0.97  -3.51  0.386
F  -5.16  -0.09  2.32  -0.222
H  -3.15  -1.33  -2.07  0.456
N  2.70  2.61  -2.28  -0.061
O  -1.49  -0.38  -1.43  0.353
H  -1.29  -5.53  -4.68  0.348
C  -0.24  -3.69  -4.26  -0.663
S  -0.25  1.85  5.92  -0.122
O  1.98  0.12  0.54  1.871
O  -1.52  -0.21  2.49  -0.706
H  -1.81  1.98  7.81  0.362
F  -3.74  -1.40  3.30  -0.190
C  4.54  -3.75  -1.82  -0.796
H  -1.42  -6.18  -2.29  0.394
Te  2.07  0.11  4.23  -0.367
C  0.63  -2.79  0.88  -0.493
Ca  0.38  0.20  1.88  0.504
C  -2.65  -0.37  -2.22  -0.982
N  -2.03  2.17  -1.08  -0.292
F  -4.18  -1.67  1.20  -0.256
H  -2.41  -0.28  -3.29  0.116
C  -0.70  -3.01  1.26  -0.120
H  -2.05  -3.73  2.75  0.397
C  2.54  1.19  -2.58  -1.146
C  -5.01  0.42  -1.83  -0.569
C  0.30  -0.46  6.78  -0.465
H  -0.18  -3.39  -5.30  0.407
H  -6.44  1.79  -0.91  0.374
C  0.00  -3.90  3.37  -0.645
H  -0.44  -4.75  -0.55  0.384
H  2.11  -3.86  3.74  0.404
H  -4.01  4.43  -0.19  0.304
H  -0.25  -4.32  4.34  0.363
H  2.68  -2.90  1.57  0.208
H  2.12  6.36  -1.32  0.345
O  4.12  1.11  -0.10  -0.706
H  5.84  -1.01  -0.33  0.500
C  2.75  -2.34  -0.97  0.176
C  -0.94  -5.25  -2.58  -0.683
C  -0.11  3.10  0.04  0.204
C  -0.69  0.08  7.67  -0.451

No. 2
DFT (wB97M-V/def2-TZVPD) results for the ion C3H6N with charge +1.

## Properties
- HOMO-LUMO gap (alpha / beta): 6.81 / 7.67 eV
- Net charge: +1
- HOMO level (alpha / beta): -0.4010 / -0.5681 Ha
- DFT total energy: -172.1049 hartree
- ΔE to the lowest compared entry with this formula, charge and spin: 46.3 kcal/mol
- Multiplicity: 3

Last column: Mulliken charge in e.
Geometry (Å):
C  -0.83  -0.43  0.17  0.086
H  1.11  0.89  -0.86  0.355
H  0.65  -0.57  1.63  0.306
C  -1.61  -0.68  -0.76  -0.476
N  1.19  0.73  0.16  -0.338
H  1.46  1.53  0.71  0.383
H  -1.58  -1.30  -1.70  0.275
H  -2.45  -0.28  -0.81  0.333
C  0.11  0.02  0.94  -0.317
H  1.95  0.08  0.51  0.393

No. 3
DFT (wB97M-V/def2-TZVPD) results for a cluster of 11 separate species, C42H103N5O11 in total.

## Properties
- HOMO-LUMO gap: 7.51 eV
- Structure (SMILES): CC1(C)CCCC(C)(C)N1O.CC1(C)CCCC(C)(C)N1O.CC1(C)CCCC(C)(C)N1O.NC(N)=O.CCO.CCO.CCO.CCO.CCO.CCO.CCO
- HOMO level: -0.2741 Ha
- DFT total energy: -2763.3514 hartree
- ΔE to the lowest compared entry with this formula, charge and spin: 6.3 kcal/mol
- Multiplicity: 1

Last column: Mulliken charge in e.
Geometry (Å):
C  3.30  1.90  -2.04  -2.112
H  5.83  0.43  -1.95  0.321
H  -3.61  -2.87  -2.10  -0.290
C  3.93  1.96  -3.44  1.657
H  -8.01  -1.92  0.64  0.309
H  3.46  -1.35  7.49  0.428
H  -3.12  2.83  -0.31  -0.072
H  0.58  2.92  3.16  0.199
C  5.39  0.36  -4.85  1.358
C  1.31  6.18  2.04  -1.170
H  -3.58  -0.14  2.88  -0.127
C  -3.14  3.85  -0.70  0.206
H  -1.53  -2.50  2.61  -0.128
C  2.32  -2.62  5.26  -1.388
H  -7.41  -3.56  0.63  0.308
H  -3.22  -1.21  4.25  0.098
H  -0.25  -3.44  4.52  0.217
H  -4.09  -1.99  -5.45  0.285
H  4.48  -0.08  -6.74  0.485
H  -0.02  -3.26  6.27  0.496
H  -3.39  0.51  4.54  0.163
H  4.83  3.43  -4.74  0.326
C  -3.10  -2.18  -5.87  -0.783
H  -2.10  5.12  -2.12  0.385
C  4.46  3.37  -3.72  -1.746
C  -1.99  4.15  -1.63  -0.878
H  -2.05  -3.77  -0.10  -0.200
O  -2.75  -1.86  0.24  -0.127
C  0.76  0.46  0.35  0.264
C  0.96  -1.23  3.64  -0.536
C  1.05  -1.78  5.08  1.633
N  -1.62  -2.21  -3.48  -0.179
H  7.21  1.55  -4.98  0.370
C  2.34  -2.27  -1.62  0.325
C  -6.12  -2.12  -0.34  0.192
H  1.65  5.76  1.09  0.254
H  3.31  -0.99  -2.93  -0.248
H  -1.77  -0.44  1.06  -0.674
H  -1.08  4.23  -1.03  0.177
C  -2.59  -3.50  -5.30  -1.238
N  1.02  -0.72  6.10  0.258
H  0.35  3.31  5.62  0.226
H  -1.05  -2.14  5.43  0.200
C  6.34  1.30  -5.59  -1.813
H  1.32  -1.96  2.92  0.487
C  -3.73  -3.47  -3.00  -1.219
H  4.41  -2.49  5.62  0.423
H  -0.30  4.70  4.80  0.393
H  -1.40  -4.79  -2.32  0.247
H  -2.51  -0.12  -5.93  0.490
H  3.26  -2.56  0.19  0.230
H  1.87  1.18  -3.95  -0.514
H  -3.96  -0.78  -3.42  0.334
H  0.24  -0.54  -4.42  0.190
O  5.98  1.08  -2.64  -0.586
C  6.05  -1.02  -4.68  -1.800
C  -7.50  -2.66  0.02  -1.388
H  -6.12  -1.46  -1.22  0.213
C  -1.22  -3.05  1.72  -0.307
H  3.72  4.15  -3.58  0.441
H  1.20  0.11  1.29  -0.438
C  2.20  0.11  6.44  2.026
C  -2.11  -1.06  -5.55  -1.206
H  -1.03  1.13  2.98  -0.145
H  1.56  -0.34  3.49  0.059
H  1.83  5.62  2.82  0.254
C  -2.39  -3.40  -3.77  1.852
O  -0.53  4.68  1.74  -0.417
H  -5.45  -0.82  5.27  0.378
H  -0.24  0.66  5.47  0.314
H  -1.19  -1.30  -6.09  0.281
N  2.58  -1.68  -2.81  -0.024
C  -0.13  -2.72  5.33  -1.837
C  2.70  1.73  -4.40  -0.250
H  -1.90  3.43  -2.44  0.168
H  2.31  2.73  -4.58  0.515
H  2.96  0.83  4.50  0.302
H  4.33  -0.21  6.66  0.427
H  5.40  -1.62  -4.03  0.320
H  6.08  -1.53  -5.64  0.403
H  -1.17  0.90  -0.50  -0.311
H  -4.04  -4.45  -2.64  0.497
N  4.94  0.90  -3.57  1.048
H  -0.59  6.18  3.12  0.259
H  -4.08  4.03  -1.23  0.355
H  2.20  -3.36  6.06  0.416
C  3.59  -1.81  5.41  -0.548
H  -0.27  -2.40  -2.07  -0.348
H  -3.37  -4.24  -5.48  0.450
C  -3.77  -0.32  3.93  -0.003
H  -2.34  -1.73  -0.63  -0.276
C  -5.24  -0.52  4.24  -0.624
H  -1.41  4.68  1.30  0.156
H  -1.64  -3.76  -5.78  0.383
H  -5.58  -3.01  -0.68  0.060
H  -3.30  0.79  -3.87  0.522
H  -0.40  -2.51  1.24  -0.229
H  5.32  3.59  -3.08  0.384
H  -1.09  3.47  2.91  0.376
H  -1.88  -5.57  -3.83  0.435
H  1.44  1.22  -0.04  0.370
C  -0.20  6.02  2.11  -0.259
O  -0.20  -0.04  6.15  -0.542
H  1.58  7.23  2.10  0.399
H  3.67  -0.89  -5.47  0.427
H  7.00  -0.95  -4.14  0.371
H  1.61  -0.09  8.48  0.481
O  -0.86  1.59  3.83  0.188
H  -1.43  3.42  5.41  0.256
H  2.77  1.26  8.22  0.411
C  -3.07  -0.15  -3.37  -1.543
N  3.37  -2.19  -0.73  -0.243
C  3.11  1.19  -5.76  -0.805
H  2.95  0.88  -1.84  0.233
H  -3.26  -2.23  -6.95  0.440
O  -5.78  -1.61  3.49  -0.498
O  -3.01  4.73  0.41  -0.638
O  -1.40  0.37  1.45  0.583
H  -2.95  0.01  -2.30  -0.113
H  -3.62  4.48  1.12  0.295
C  2.47  1.20  5.40  -1.820
H  2.45  2.56  -1.91  0.428
O  1.32  -2.91  -1.37  -0.694
H  3.82  -1.37  4.43  0.238
H  3.53  2.01  -6.34  0.449
H  -0.69  6.78  1.49  0.421
H  4.02  2.11  -1.24  0.472
O  -1.19  -2.10  -2.15  1.839
H  1.07  1.40  7.77  0.371
H  -4.56  -3.05  -3.57  0.318
C  -0.61  -0.07  -3.93  -2.230
H  2.22  0.87  -6.32  0.351
H  5.84  2.22  -5.89  0.311
C  -0.42  2.95  3.61  0.187
H  -0.07  -0.94  3.41  -0.331
C  -0.46  3.63  4.97  -1.439
C  4.14  0.08  -5.71  -1.192
O  -5.45  -1.50  0.73  -0.581
H  3.10  1.99  5.82  0.533
C  -1.56  -4.63  -3.39  -1.945
H  -8.10  -2.84  -0.86  0.410
C  -1.91  -0.90  -4.04  1.812
H  -5.84  0.39  4.14  0.289
C  -2.36  -3.16  0.75  -0.070
H  -3.28  -3.63  1.10  0.436
C  -0.64  1.04  0.44  0.650
H  6.74  0.86  -6.51  0.458
H  -0.75  0.93  -4.34  0.590
H  0.82  -0.39  -0.33  -0.255
H  -0.87  -4.03  2.02  0.621
C  3.42  -0.80  6.54  -1.472
H  -4.49  -1.57  0.62  0.383
H  -0.57  2.12  0.58  -0.101
H  -0.34  0.09  -2.89  0.080
H  -0.56  -4.45  -3.81  0.386
H  -5.57  -1.45  2.55  0.410
H  1.54  1.67  5.07  0.126
H  2.01  -1.87  -3.62  0.244
H  2.44  -3.23  4.36  0.396
C  1.92  0.71  7.81  -2.054
H  4.26  -1.85  -1.04  0.109

No. 4
DFT (wB97M-V/def2-TZVPD) results for an isolated molecule of C21H20N2O4S.

## Properties
- HOMO-LUMO gap: 7.04 eV
- Structure (SMILES): COc1ccccc1Nc1ccc(NS(=O)(=O)c2ccc(C(C)=O)cc2)cc1
- HOMO level: -0.2715 Ha
- DFT total energy: -1620.8770 hartree
- ΔE to the lowest compared entry with this formula, charge and spin: 56.6 kcal/mol
- Multiplicity: 1

Last column: Mulliken charge in e.
Geometry (Å):
C  -2.30  2.57  1.41  -1.039
O  5.03  -3.53  0.01  -0.583
C  4.76  0.02  0.68  -0.584
C  -5.36  -2.46  -0.95  -0.741
H  -1.62  -0.69  0.87  0.488
C  4.53  -1.23  0.11  0.365
H  -4.50  1.25  1.80  0.296
C  3.48  -1.38  -0.81  -0.640
H  1.87  -0.39  -1.85  0.528
H  -6.66  -2.79  0.72  0.376
N  -3.81  0.69  1.32  -0.124
C  -5.34  -1.14  1.04  -0.528
C  2.68  -0.30  -1.15  -0.211
C  6.59  -2.22  1.24  -1.408
H  1.37  3.78  0.64  0.327
O  -2.89  0.26  -1.25  -0.306
C  5.35  -2.44  0.41  0.901
H  4.11  2.07  0.78  0.413
H  7.14  -3.16  1.31  0.348
H  -1.78  -1.07  -2.39  0.419
C  -5.87  -2.19  0.30  -0.631
C  -4.35  -1.67  -1.48  -0.507
H  -1.38  0.67  -2.48  0.112
O  2.79  3.41  -1.37  -0.766
H  -3.12  3.23  1.68  0.350
H  -5.73  -0.92  2.03  0.416
H  -2.83  0.04  -3.31  0.326
S  1.92  2.34  -0.99  1.428
O  0.89  1.92  -1.90  -0.581
C  0.01  2.27  0.83  0.020
C  -1.04  3.10  1.20  -0.994
C  -3.83  -0.60  -0.77  1.050
H  -5.75  -3.29  -1.53  0.379
H  -3.99  -1.88  -2.47  0.422
H  7.23  -1.47  0.79  0.400
C  2.92  0.92  -0.56  0.096
C  -2.54  1.21  1.22  0.283
C  -0.20  0.90  0.74  0.275
C  3.95  1.10  0.35  -0.978
H  3.32  -2.35  -1.24  0.465
N  1.28  2.78  0.50  -0.234
C  -1.46  0.38  0.94  -0.286
H  6.32  -1.90  2.24  0.365
H  5.55  0.16  1.40  0.350
C  -2.19  -0.05  -2.43  -0.836
C  -4.31  -0.35  0.54  0.005
H  -0.88  4.16  1.31  0.327
H  0.63  0.25  0.50  0.447

Question: Number 3 is which compound?
Answer: C42H103N5O11